# 1
{"formula": "C17H37N3O3P", "method": "wB97M-V/def2-TZVPD", "homo_ev": -11.714, "charge": 1, "multiplicity": 1, "lumo_energy_ev": -2.438, "e_tot_ha": -1401.0878, "elements": ["C", "C", "N", "C", "O", "C", "O", "C", "C", "C", "C", "N", "C", "P", "O", "H", "H", "H", "H", "H", "H", "H", "H", "H", "H", "H", "H", "H", "H", "H", "H", "H", "H", "H", "C", "C", "C", "N", "C", "C", "C", "C", "C", "H", "H", "H", "H", "H", "H", "H", "H", "H", "H", "H", "H", "H", "H", "H", "H", "H", "H"], "xyz": [[5.38765, 2.17183, 0.54938], [4.61688, 3.44620, 0.82134], [3.32678, 3.40685, 0.12335], [2.51904, 4.57189, 0.29334], [2.20412, 4.82857, 1.69029], [0.98567, 4.31875, 1.99950], [0.59122, 4.24609, 3.12030], [0.23167, 3.93247, 0.73566], [-1.19780, 4.48826, 0.72784], [-2.20097, 3.49019, 1.29763], [-2.59922, 2.43644, 0.25406], [-2.26960, 1.07060, 0.69733], [1.15281, 4.44293, -0.37792], [1.07350, 3.36312, -1.83019], [-0.27652, 3.27624, -2.43740], [4.85462, 1.31067, 0.96148], [6.37556, 2.20788, 1.00534], [5.49727, 2.01012, -0.52245], [5.16458, 4.31439, 0.44712], [4.47423, 3.58616, 1.89631], [2.81189, 2.58663, 0.43455], [3.07962, 5.43475, -0.05854], [0.18133, 2.83459, 0.71942], [-1.46531, 4.71492, -0.30675], [-1.22026, 5.42619, 1.28618], [-3.08007, 4.01700, 1.66831], [-1.74926, 2.98755, 2.15602], [-3.66234, 2.54490, 0.01303], [-2.04471, 2.60560, -0.67226], [-2.86074, 0.79390, 1.47398], [-2.44461, 0.42591, -0.06449], [0.80803, 5.42124, -0.72474], [1.55456, 2.12741, -1.35614], [2.10707, 3.79052, -2.68014], [-0.79214, -6.99649, -0.61446], [-2.13041, -6.26480, -0.54522], [-2.15524, -4.81198, -1.00123], [-1.39958, -3.79848, -0.14888], [-1.47283, -4.14171, 1.29996], [0.04742, -3.70668, -0.60697], [0.04883, -2.63892, -1.68005], [-0.89407, -1.58538, -1.10130], [-1.97111, -2.39323, -0.37827], [-0.02002, -6.54663, 0.01030], [-0.91329, -8.02258, -0.27176], [-0.41721, -7.03405, -1.63888], [-2.57141, -6.36026, 0.44790], [-2.83260, -6.76424, -1.21650], [-3.18674, -4.46783, -1.03843], [-1.73863, -4.71837, -2.00474], [-0.96286, -5.08274, 1.48136], [-2.51602, -4.21528, 1.59906], [-0.98478, -3.34706, 1.85892], [0.63762, -3.39789, 0.25543], [0.37441, -4.68715, -0.93404], [-0.32579, -3.03168, -2.62658], [1.05224, -2.25839, -1.85692], [-1.32354, -0.94509, -1.86938], [-0.37121, -0.94101, -0.39432], [-2.88295, -2.49448, -0.95953], [-2.22479, -1.97834, 0.59381]], "atomic_forces_ev_per_a": [[-0.076, -0.074, -0.027], [-0.022, 0.098, -0.068], [-0.139, -0.075, 0.081], [0.116, 0.020, 0.052], [0.038, -0.118, -0.174], [0.007, 0.194, -0.104], [-0.127, -0.065, 0.267], [0.101, -0.090, -0.120], [0.034, 0.102, -0.013], [0.041, -0.093, 0.019], [-0.007, -0.023, -0.022], [0.149, -0.111, 0.012], [-0.139, -0.076, -0.140], [-0.117, -0.047, -0.026], [0.013, -0.009, 0.030], [0.054, -0.010, 0.034], [-0.004, -0.019, 0.014], [0.062, 0.034, -0.026], [-0.002, -0.018, 0.000], [0.058, 0.038, 0.023], [0.055, 0.007, -0.016], [0.021, 0.060, 0.078], [-0.023, 0.021, -0.002], [-0.030, 0.054, 0.025], [0.021, -0.008, 0.003], [-0.015, 0.005, -0.038], [-0.052, 0.046, 0.063], [0.023, -0.012, -0.032], [-0.025, 0.011, 0.014], [-0.020, 0.038, -0.027], [-0.156, 0.030, 0.033], [0.023, 0.028, 0.093], [0.064, 0.004, -0.013], [0.042, 0.016, 0.010], [-0.024, 0.034, -0.026], [0.101, -0.006, 0.011], [-0.010, -0.024, -0.043], [0.047, -0.006, -0.003], [-0.009, 0.032, -0.014], [-0.009, -0.036, -0.001], [-0.057, 0.007, 0.019], [0.055, 0.028, -0.024], [0.028, 0.041, -0.021], [-0.008, -0.016, 0.053], [-0.018, -0.009, -0.034], [0.021, 0.027, 0.007], [-0.006, 0.032, 0.006], [-0.012, -0.009, 0.006], [-0.008, -0.028, 0.081], [-0.048, 0.040, -0.016], [-0.004, -0.005, -0.010], [0.002, -0.010, -0.008], [-0.010, -0.004, 0.010], [-0.013, 0.011, 0.001], [0.018, -0.030, 0.016], [-0.004, -0.005, 0.001], [0.004, -0.006, -0.001], [-0.011, 0.008, 0.013], [0.006, -0.013, 0.004], [0.021, -0.020, -0.022], [-0.024, 0.008, -0.010]], "mulliken_charge": [-1.215, -0.417, -0.207, -0.282, -0.384, 0.242, -0.568, 0.540, -1.233, -0.931, -0.419, -0.493, -0.439, 0.427, -0.712, 0.311, 0.390, 0.318, 0.346, 0.313, 0.248, 0.532, 0.053, 0.459, 0.469, 0.406, 0.463, 0.454, 0.288, 0.204, 0.091, 0.638, -0.023, 0.112, -1.318, -0.562, -0.475, 0.527, -1.326, -0.488, -0.969, -0.448, -0.643, 0.340, 0.388, 0.348, 0.372, 0.422, 0.350, 0.344, 0.416, 0.439, 0.509, 0.399, 0.289, 0.296, 0.436, 0.494, 0.275, 0.156, 0.448]}

# 2
{"formula": "C17H38BF2N5O10PS2", "method": "wB97M-V/def2-TZVPD", "homo_ev": -11.414, "charge": 1, "multiplicity": 1, "lumo_energy_ev": -4.037, "e_tot_ha": -3058.7864, "elements": ["C", "C", "B", "O", "N", "C", "C", "O", "C", "N", "C", "F", "C", "C", "C", "C", "S", "O", "O", "O", "S", "O", "O", "F", "N", "P", "C", "O", "H", "H", "H", "H", "H", "H", "H", "H", "H", "H", "H", "H", "H", "H", "H", "H", "H", "H", "H", "H", "H", "H", "H", "H", "C", "C", "O", "N", "C", "H", "H", "H", "H", "H", "H", "H", "C", "C", "O", "N", "C", "H", "H", "H", "H", "H", "H", "H"], "xyz": [[-0.09113, 2.16135, 1.62068], [-0.01111, 3.18249, 0.37620], [1.28418, 2.80983, -0.47401], [2.51555, 2.59662, 0.17705], [1.33394, 2.60327, -1.97770], [1.69179, 3.76577, -2.82922], [0.66695, 4.08159, -3.97921], [1.34355, 3.80132, -5.22500], [1.11266, 1.41827, -2.42457], [1.21792, 0.98398, -3.79023], [0.18146, -0.05937, -3.91762], [-0.83688, 0.61593, -4.58316], [-0.16708, -0.60769, -2.45022], [-1.58314, -0.14161, -1.86148], [-2.83130, -0.55632, -2.72280], [-3.75632, 0.69949, -3.00446], [-4.61014, 1.33145, -1.51297], [-4.32053, 2.78905, -1.36600], [-6.07960, 1.18359, -1.72088], [-4.15977, 0.51166, -0.15159], [-0.25125, -2.42265, -2.22550], [-1.03874, -3.02069, -3.33778], [-0.90850, -2.79254, -0.94511], [1.19328, -3.17472, -2.25941], [0.75221, 0.23516, -1.66552], [2.35976, -0.31701, -1.16261], [2.01822, -1.54637, 0.24476], [3.17417, -1.14344, -2.43889], [0.07349, 2.68968, 2.59111], [-1.07511, 1.64534, 1.65196], [0.71355, 1.38307, 1.55226], [-0.97130, 3.13185, -0.18571], [0.05828, 4.19946, 0.84717], [2.45933, 2.90064, 1.09201], [1.72693, 4.66215, -2.15361], [2.74300, 3.63914, -3.19139], [0.40196, 5.16361, -4.04349], [-0.23614, 3.42238, -3.97378], [1.10950, 2.91547, -5.52171], [2.14454, 0.71321, -4.11958], [0.47010, -0.87903, -4.61959], [-1.53325, 0.98319, -1.88972], [-1.67072, -0.40046, -0.78029], [-2.58550, -0.98930, -3.71996], [-3.45135, -1.25897, -2.10888], [-4.55495, 0.33568, -3.69879], [-3.19951, 1.49087, -3.56088], [-4.54068, 1.04976, 0.56784], [2.43998, -1.08285, 1.15958], [2.41825, -2.55699, 0.02584], [0.90888, -1.59222, 0.36148], [2.56615, -1.36336, -3.15725], [-2.15260, -2.54625, 2.21806], [-1.98803, -1.44684, 3.23485], [-0.90102, -0.93443, 3.46921], [-3.09883, -1.02841, 3.89813], [-4.46134, -1.50780, 3.76024], [-1.18539, -2.77159, 1.77381], [-2.53311, -3.45103, 2.69462], [-2.83156, -2.22563, 1.42515], [-2.91534, -0.29192, 4.56215], [-5.09869, -0.67216, 3.46421], [-4.79927, -1.88433, 4.72716], [-4.54165, -2.29865, 3.02050], [3.23965, -1.18190, 4.12259], [3.68735, -2.49740, 3.53818], [3.29759, -2.89489, 2.44603], [4.55054, -3.24764, 4.26755], [5.11972, -2.95224, 5.56874], [2.55313, -0.69595, 3.43204], [2.71844, -1.34599, 5.06653], [4.09821, -0.52580, 4.27741], [4.80731, -4.11321, 3.81810], [6.20717, -2.93225, 5.47829], [4.83692, -3.74601, 6.26221], [4.77520, -1.99843, 5.95692]], "atomic_forces_ev_per_a": [[0.404, -0.037, -0.152], [-0.218, -0.426, 0.555], [1.216, 0.116, 2.583], [-1.976, 0.855, -1.599], [-0.454, -1.140, 0.111], [0.099, 1.398, 0.257], [0.836, -0.926, -1.381], [-0.305, 0.298, 0.286], [0.539, -2.275, -1.735], [-1.275, -0.140, 1.049], [0.548, -0.363, -1.702], [-0.420, -0.710, 0.966], [-0.917, 3.054, 0.119], [-0.406, 0.488, -1.276], [-0.793, 0.643, 0.831], [0.813, -1.950, -0.431], [-4.712, 4.634, -0.589], [1.101, -3.239, 0.201], [3.428, -1.192, 0.547], [0.235, 0.459, -1.724], [-4.553, -5.843, 0.641], [2.910, 2.614, 1.478], [2.778, 2.007, -2.300], [-1.367, 1.782, -0.053], [1.304, 0.057, 0.880], [2.328, -0.285, 1.421], [-1.057, 0.422, -1.197], [-1.827, 0.867, 0.751], [-0.273, -0.393, -0.808], [0.739, 0.360, 0.037], [-0.860, 0.482, 0.100], [0.703, 0.209, 0.244], [0.018, -0.676, -0.791], [0.059, -0.167, 0.068], [-0.056, -0.958, -0.310], [-1.052, 0.017, -0.049], [0.152, -0.939, 0.490], [0.490, 0.802, 0.648], [-0.033, 0.068, 0.084], [-0.050, 0.408, 0.265], [0.036, 0.565, 0.646], [0.220, -0.930, -0.038], [0.263, -0.116, -0.991], [-0.092, 0.154, 0.996], [0.647, 0.195, -0.871], [0.258, 0.533, 0.973], [-0.500, -0.193, 1.065], [0.036, -0.064, -0.073], [-0.046, -0.511, -0.766], [-0.086, 0.764, 0.344], [0.787, -0.174, 0.127], [0.302, -0.624, 0.004], [0.118, -0.008, -0.051], [0.121, 0.160, 0.220], [0.018, 0.056, -0.164], [0.236, -0.148, -0.352], [0.102, 0.336, 0.348], [-0.030, 0.077, 0.100], [-0.117, 0.023, -0.127], [-0.091, -0.166, 0.026], [-0.034, -0.048, 0.037], [-0.180, -0.168, -0.026], [-0.187, -0.083, -0.134], [0.090, 0.045, 0.028], [-0.023, 0.084, -0.078], [0.117, -0.392, -0.105], [0.023, 0.132, 0.135], [-0.279, 0.383, -0.126], [0.138, -0.438, -0.206], [-0.021, -0.133, 0.039], [0.073, 0.122, 0.021], [-0.048, -0.015, 0.159], [0.011, 0.004, 0.044], [-0.009, 0.095, 0.210], [0.076, 0.149, 0.161], [-0.029, -0.046, -0.090]], "mulliken_charge": [-0.348, -0.421, 0.308, -0.490, 0.487, -0.551, -0.171, -0.583, -1.369, 0.032, -0.076, -0.329, 0.383, -1.584, -0.809, -0.893, 1.133, -0.636, -0.643, -0.313, 1.623, -0.660, -0.471, -0.260, 0.581, 0.202, -0.099, -0.547, 0.423, 0.086, -0.163, 0.261, 0.312, 0.345, 0.390, 0.347, 0.385, 0.148, 0.318, 0.369, 0.457, 0.302, 0.651, 0.505, 0.442, 0.527, 0.378, 0.293, 0.030, 0.400, -0.140, 0.357, -1.107, 0.784, -0.652, -0.189, -0.865, 0.082, 0.518, 0.292, 0.246, 0.267, 0.301, 0.342, -0.831, 0.759, -0.624, -0.185, -0.855, -0.119, 0.394, 0.356, 0.250, 0.288, 0.290, 0.333]}